Entry 1:
The following is a quantum chemistry calculation of C30H26DyN3O2S as an isolated structure at a distorted geometry, from the Open Molecules 2025 dataset.

XYZ file:
```
63
Properties=species:S:1:pos:R:3
Dy -1.69 0.06 0.85
S 1.12 -0.09 -0.31
O 1.82 1.22 2.31
O -0.38 -0.20 -0.73
N -0.26 0.24 2.52
N -1.26 -2.24 1.64
N -1.25 2.49 1.21
C -1.26 4.89 1.16
C -0.13 -4.66 2.44
C -3.11 -0.44 -1.80
C 1.31 -2.15 -2.17
C 3.33 -3.44 -2.40
C 1.73 1.28 -1.28
C 1.83 2.53 -3.31
C -1.78 -3.43 1.27
C 2.82 3.32 -2.75
C 0.60 1.26 2.26
C -0.18 -2.26 2.44
C 0.58 3.74 2.14
C -3.56 -1.41 -0.91
C -1.27 -4.64 1.64
C 0.41 -3.46 2.84
C -3.32 0.91 -1.54
C -4.25 -1.03 0.26
C 2.03 -3.16 -2.79
C 2.70 2.08 -0.69
C 3.23 -1.70 -0.74
C -4.48 0.33 0.51
C 3.26 3.11 -1.45
C -0.03 4.93 1.80
C 0.41 -0.98 2.97
C 1.28 1.49 -2.57
C -4.02 1.29 -0.40
C -1.82 3.66 0.88
C 1.93 -1.42 -1.16
C 3.93 -2.71 -1.38
C -0.06 2.55 1.85
H 4.02 3.74 -1.02
H 0.32 -5.60 2.76
H -4.70 -1.77 0.89
H -3.05 1.65 -2.28
H -1.74 -5.56 1.31
H 4.94 -2.94 -1.07
H 3.27 4.11 -3.34
H -2.77 3.61 0.38
H 0.51 0.85 -2.99
H -1.78 5.79 0.88
H -5.13 0.62 1.32
H 3.67 -1.13 0.06
H -2.67 -3.40 0.64
H 3.89 -4.22 -2.90
H 1.47 -0.93 2.72
H -3.48 -2.46 -1.17
H -2.66 -0.75 -2.74
H 0.30 -1.91 -2.46
H 0.44 5.88 2.04
H 0.35 -1.03 4.06
H 1.54 3.70 2.64
H 1.28 -3.42 3.48
H 1.49 2.71 -4.32
H -4.32 2.32 -0.27
H 1.57 -3.73 -3.58
H 3.01 1.91 0.33
```

Its max |F| is 1.8 eV Å⁻¹. For the highest occupied orbital energy (spin up / spin down), the calculation gives -0.5337 / -0.5337 Eh. As for the relative energy (zero: lowest compared OMol25 entry of this formula, charge and spin): 0.0000 eV. As for the total energy: -2756.3958 Eh. Its spin multiplicity is 6. Its gap between HOMO and LUMO (spin up / spin down) is 8.62 / 8.64 eV. The charge is +2. The expectation value of S² is 9.33.

Entry 2:
The following is a quantum chemistry calculation of C3H6InO3 as an isolated structure at a distorted geometry, from the Open Molecules 2025 dataset.

XYZ file:
```
13
Properties=species:S:1:pos:R:3
In -0.43 -2.41 -0.89
O -0.47 -0.50 -0.42
O -1.38 -1.91 0.84
O -1.42 0.30 1.46
C 0.12 0.83 -0.76
C 1.50 0.97 -0.18
C -1.20 -0.58 0.70
H -1.83 -2.20 1.65
H 0.12 0.80 -1.85
H 1.91 1.94 -0.49
H -0.57 1.61 -0.43
H 2.17 0.19 -0.55
H 1.49 0.95 0.92
```

Its max |F| is 6.0 eV Å⁻¹. For the highest occupied orbital energy (spin up / spin down), the calculation gives -0.9320 / -0.9320 Eh. As for the relative energy (zero: lowest compared OMol25 entry of this formula, charge and spin): 1.2861 eV. As for the total energy: -532.1968 Eh. Its spin multiplicity is 1. Its gap between HOMO and LUMO (spin up / spin down) is 4.34 / 4.34 eV. The charge is +3.

Entry 3:
The following is a quantum chemistry calculation of a single C4H6O2 molecule, from the Open Molecules 2025 dataset.

XYZ file:
```
12
Properties=species:S:1:pos:R:3
O 1.55 0.15 0.86
O 0.60 -0.02 -3.05
C -0.18 0.05 -0.80
C 0.83 0.28 -1.90
C -0.64 -0.27 1.72
C 0.37 -0.02 0.61
H -1.60 -0.65 1.33
H -0.83 0.68 2.23
H -0.23 -0.97 2.45
H 1.79 0.76 -1.62
H -0.92 0.86 -0.80
H -0.75 -0.86 -1.03
```

Its max |F| is 0.5 eV Å⁻¹. As for the SMILES: CC(=O)CC=O. For the highest occupied orbital energy, the calculation gives -0.3589 Eh. As for the relative energy (zero: lowest compared OMol25 entry of this formula, charge and spin): 0.8001 eV. As for the total energy: -306.4769 Eh. Its spin multiplicity is 1. Its gap between HOMO and LUMO is 10.53 eV.

Entry 4:
The following is a quantum chemistry calculation of C21H17CrN7O4SSe as an isolated structure at a distorted geometry, from the Open Molecules 2025 dataset.

XYZ file:
```
52
Properties=species:S:1:pos:R:3
Se -1.90 2.08 0.18
Cr -0.13 0.11 -0.11
S 4.49 1.00 -0.20
O -2.09 0.46 -0.14
O -1.97 2.34 1.76
O -0.27 2.17 -0.28
O -2.82 3.02 -0.69
N -0.08 -0.35 -2.05
N -0.84 -2.27 1.24
N -0.12 0.51 4.09
N 2.30 2.43 0.30
N -0.19 -0.11 1.86
N -0.56 -1.76 0.04
N 2.05 0.09 -0.01
C -0.40 -2.18 -3.58
C 0.26 0.43 -3.08
C 2.76 1.20 0.03
C 0.31 -0.03 -4.38
C 2.89 -1.03 -0.18
C -0.83 -1.73 3.59
C -0.67 -0.99 5.90
C -1.26 -2.98 4.04
C 4.25 -0.72 -0.33
C 3.47 -3.35 -0.35
C 0.02 0.77 2.78
C -0.63 -1.41 2.20
C -0.02 -1.37 -4.62
C -1.10 -2.24 6.33
C -1.40 -3.22 5.40
C 4.81 -3.03 -0.52
C 2.51 -2.36 -0.18
C -0.55 -0.74 4.55
C -0.42 -1.66 -2.27
C -0.75 -2.40 -1.11
C 5.22 -1.70 -0.50
H 6.26 -1.44 -0.62
H 1.47 -2.62 -0.04
H 2.93 3.20 0.14
H 5.55 -3.81 -0.65
H 0.02 -1.76 -5.63
H 1.29 2.60 0.18
H -1.50 -3.74 3.31
H -1.74 -4.20 5.74
H 0.32 1.77 2.50
H -0.66 -3.22 -3.74
H 0.60 0.64 -5.18
H -1.14 -3.41 -1.14
H -0.04 1.27 4.74
H 0.48 1.46 -2.83
H 3.17 -4.39 -0.35
H -0.43 -0.22 6.62
H -1.20 -2.43 7.39
```

Its max |F| is 1.4 eV Å⁻¹. For the highest occupied orbital energy (spin up / spin down), the calculation gives -0.2145 / -0.2988 Eh. As for the relative energy (zero: lowest compared OMol25 entry of this formula, charge and spin): 0.1651 eV. As for the total energy: -5338.8414 Eh. Its spin multiplicity is 5. Its gap between HOMO and LUMO (spin up / spin down) is 5.97 / 7.41 eV. The expectation value of S² is 6.07.

relative energy (zero: lowest compared OMol25 entry of this formula, charge and spin) of number 2 (C3H6InO3)?
1.2861 eV

Which of these has the highest max |F|?
C3H6InO3

Among the records above, which one has the highest max |F|?
C3H6InO3

Look up the relative energy (zero: lowest compared OMol25 entry of this formula, charge and spin) of the second one.
1.2861 eV